This record from OMol25 describes a structure of composition C5H10MgO3Y in a non-equilibrium geometry. The level of theory is the ωB97M-V functional and the def2-TZVPD basis.

Output
Charge: +1
HOMO level (spin up / spin down) (eV): -8.73 / -8.73
Kohn-Sham gap (spin up / spin down) (Ha): 0.1349 / 0.1349
Total energy (eV): -17968.903
ΔE to the lowest compared entry with this formula, charge and spin (kJ/mol): 54.2

Each line ends with the Löwdin charge.
Cartesian coordinates (Å):
O (-0.42230, 1.42794, -0.75815)  -0.36
C (-0.97484, 0.39479, -1.51657)  -0.29
C (0.05227, -0.63332, -1.97434)  -0.17
O (0.89866, -0.88102, -0.85053)  -0.42
C (1.26142, -2.20521, -0.51645)  -0.07
Y (1.35400, 0.97903, 0.27743)  1.66
H (-1.52091, 0.75711, -2.40520)  0.14
H (-1.67169, -0.13840, -0.84142)  0.12
H (0.67803, -0.26110, -2.79943)  0.14
H (-0.42881, -1.56260, -2.31122)  0.15
H (2.14425, -2.10614, 0.12617)  0.09
H (0.46357, -2.66947, 0.08110)  0.05
H (1.38629, -2.76454, -1.45514)  0.11
C (0.32274, 2.27812, 1.93831)  -0.23
C (-0.86775, 1.46806, 1.86380)  -0.37
O (-0.75271, 0.33601, 2.47480)  -0.45
Mg (-1.20480, -1.59834, 2.75397)  0.60
H (0.94695, 2.13472, 2.83016)  0.07
H (0.22544, 3.28276, 1.50986)  0.07
H (-1.88981, 1.76160, 1.57284)  0.14

This record from OMol25 describes a cluster of 3 separate species, C3H11O3 in total in a non-equilibrium geometry. The level of theory is the ωB97M-V functional and the def2-TZVPD basis.

Output
Charge: -1
HOMO level (eV): -3.99
Kohn-Sham gap (Ha): 0.2943
Total energy (eV): -9432.866
ΔE to the lowest compared entry with this formula, charge and spin (kJ/mol): 2.7

Each line ends with the Löwdin charge.
Cartesian coordinates (Å):
C (-0.11597, 0.50115, 0.01068)  -0.43
O (0.33628, 0.09424, 1.23858)  -0.32
C (0.03231, -0.57049, -1.08196)  -0.27
C (-0.41723, -0.07729, -2.45784)  -0.15
H (0.45937, 1.38858, -0.34274)  0.11
H (-1.19045, 0.79048, 0.04409)  0.10
H (-0.60689, -1.41160, -0.80044)  0.09
H (1.08846, -0.84823, -1.12061)  0.10
H (-0.32908, -0.83408, -3.23566)  0.05
H (0.18175, 0.79982, -2.72846)  0.06
H (-1.44409, 0.29395, -2.39923)  0.06
H (2.66551, 1.06220, 2.70442)  -0.03
H (1.43023, 0.96401, 1.71679)  -0.04
O (2.20524, 1.56202, 2.04725)  -0.17
H (-0.88490, -0.68182, 2.02811)  -0.01
H (-1.73936, -1.88587, 1.90183)  -0.03
O (-1.67117, -1.14707, 2.47519)  -0.13

This record from OMol25 describes a structure of composition C47H49BrN8O6PbS. The level of theory is the ωB97M-V functional and the def2-TZVPD basis.

Output
Charge: -2
HOMO level (eV): -3.13
Kohn-Sham gap (Ha): 0.2641
Total energy (eV): -159872.558

Each line ends with the Löwdin charge.
Cartesian coordinates (Å):
Pb (-0.42878, 0.64293, 0.82644)  1.54
C (2.49974, -3.09317, -0.52520)  -0.08
C (1.02126, -3.15892, -0.13051)  -0.37
C (0.72776, -4.43650, 0.66758)  -0.05
C (0.08682, -3.05633, -1.32506)  -0.13
C (0.40731, -3.68309, -2.52499)  -0.05
C (-0.45857, -3.64176, -3.60967)  -0.12
C (-1.64976, -2.94164, -3.49605)  -0.07
C (-2.00668, -2.30012, -2.31357)  -0.13
C (-3.32537, -1.55591, -2.24846)  -0.37
C (-3.37978, -0.43733, -3.29336)  -0.05
C (-4.50093, -2.52526, -2.39153)  -0.07
C (-1.14758, -2.38127, -1.20116)  -0.17
N (-1.45118, -1.74677, 0.01787)  -0.01
C (-2.17710, -2.41966, 0.90658)  -0.51
O (-2.74832, -3.52490, 0.78957)  -0.02
C (-2.26033, -1.73911, 2.27264)  -0.18
C (-3.26967, -2.00325, 3.18217)  -0.01
C (-3.23155, -1.36063, 4.41328)  -0.05
C (-2.18072, -0.51010, 4.73097)  0.00
C (-1.19993, -0.31079, 3.77954)  -0.20
N (-1.26412, -0.91330, 2.59266)  0.04
C (0.06267, 0.49895, 4.06130)  -0.51
O (0.29070, 0.79467, 5.24342)  0.01
N (0.83098, 0.69548, 2.98424)  -0.01
C (2.17245, 1.06477, 3.19264)  -0.18
C (3.06811, 0.14817, 3.78864)  -0.15
C (4.40542, 0.49977, 3.94161)  -0.06
C (4.88341, 1.72557, 3.49602)  -0.10
C (4.00689, 2.59631, 2.86614)  -0.05
C (2.65957, 2.28255, 2.69792)  -0.14
C (1.74058, 3.27879, 2.01395)  -0.38
C (2.36945, 3.91152, 0.76533)  -0.06
C (1.26903, 4.34168, 3.01112)  -0.05
C (2.61253, -1.23250, 4.24224)  -0.36
C (3.40315, -2.34781, 3.54812)  -0.06
C (2.69455, -1.38018, 5.76664)  -0.07
H (3.12270, -2.97275, 0.36776)  0.06
H (2.70102, -2.25201, -1.19559)  0.07
H (2.82174, -4.01360, -1.02566)  0.07
H (0.80378, -2.31284, 0.52083)  0.11
H (0.96277, -5.31535, 0.05508)  0.08
H (-0.32832, -4.48917, 0.94687)  0.07
H (1.33821, -4.47591, 1.57893)  0.07
H (1.34732, -4.21793, -2.61559)  0.10
H (-0.19850, -4.14182, -4.53538)  0.09
H (-2.32224, -2.88803, -4.34761)  0.10
H (-3.39407, -1.10032, -1.26376)  0.11
H (-3.20345, -0.82677, -4.30391)  0.07
H (-2.62477, 0.33119, -3.09459)  0.08
H (-4.36203, 0.04483, -3.28292)  0.07
H (-4.48367, -3.02165, -3.37006)  0.07
H (-5.45158, -1.99066, -2.29265)  0.06
H (-4.45083, -3.29119, -1.61114)  0.08
H (-4.05706, -2.69087, 2.90594)  0.11
H (-4.02155, -1.53416, 5.13585)  0.10
H (-2.09804, -0.00618, 5.68471)  0.11
H (5.08725, -0.19853, 4.41939)  0.10
H (5.92354, 1.99620, 3.63556)  0.09
H (4.37138, 3.54945, 2.49494)  0.11
H (0.83704, 2.76199, 1.70653)  0.05
H (3.00078, 4.76784, 1.03051)  0.07
H (1.59354, 4.27064, 0.08501)  0.08
H (2.99060, 3.19599, 0.21491)  0.07
H (2.13302, 4.88049, 3.41994)  0.07
H (0.71012, 3.88127, 3.83044)  0.09
H (0.59742, 5.05497, 2.52195)  0.08
H (1.57232, -1.35010, 3.94684)  0.12
H (4.46381, -2.31259, 3.81781)  0.07
H (3.33078, -2.27046, 2.45789)  0.05
H (3.01317, -3.32807, 3.84136)  0.07
H (3.73386, -1.28407, 6.10554)  0.07
H (2.32451, -2.36349, 6.07941)  0.07
H (2.09429, -0.60740, 6.25126)  0.07
Br (-6.11306, -0.01492, 0.48379)  0.67
C (-5.05796, 1.53773, 0.07235)  -0.74
C (-5.35902, 2.23013, -1.08553)  -0.14
C (-4.61575, 3.37667, -1.33572)  -0.06
C (-3.66714, 3.78174, -0.42303)  -0.02
C (-3.43124, 2.99661, 0.69829)  -0.18
N (-4.11438, 1.86135, 0.93329)  0.11
C (-2.41026, 3.45555, 1.73336)  -0.64
O (-2.55105, 4.62432, 2.11886)  0.00
O (-1.47236, 2.64292, 2.00355)  -0.19
H (-6.12929, 1.88119, -1.75680)  0.09
H (-4.79115, 3.94663, -2.24103)  0.11
H (-3.08369, 4.68091, -0.56312)  0.12
N (-0.74759, -0.58322, -7.54500)  0.08
C (-0.47360, 0.19461, -6.39940)  -0.33
C (-0.67254, 1.57435, -6.41575)  -0.05
C (-0.39162, 2.33396, -5.29350)  -0.06
C (0.10122, 1.72578, -4.14115)  -0.27
C (0.30255, 0.35235, -4.12306)  -0.05
C (0.02512, -0.40497, -5.25073)  -0.03
S (0.29508, 2.74249, -2.69555)  0.53
O (-1.03239, 3.23801, -2.41452)  -0.33
O (1.31433, 3.72651, -2.96459)  -0.32
N (0.65931, 1.73239, -1.52761)  -0.19
C (1.90245, 1.21611, -1.35568)  -0.51
N (2.89341, 1.32029, -2.27534)  0.14
C (4.09345, 0.88713, -1.91397)  -0.14
C (4.37509, 0.31882, -0.68130)  -0.07
C (3.28284, 0.12753, 0.14363)  -0.15
N (2.05904, 0.53279, -0.17934)  0.04
H (-1.46840, -0.19888, -8.13173)  0.07
H (-0.92779, -1.55172, -7.33496)  0.07
H (-1.07040, 2.04726, -7.30930)  0.10
H (-0.56796, 3.40451, -5.29152)  0.11
H (0.64779, -0.13796, -3.22047)  0.10
H (0.15964, -1.48084, -5.21680)  0.10
H (4.87561, 0.98976, -2.66349)  0.10
H (5.37090, 0.00666, -0.39628)  0.09
H (3.37993, -0.37436, 1.10369)  0.10

This record from OMol25 describes a cluster of 2 separate species, CH3N2O in total in a non-equilibrium geometry. The level of theory is the ωB97M-V functional and the def2-TZVPD basis.

Output
Charge: +1
HOMO level (spin up / spin down) (eV): -14.44 / -14.44
Kohn-Sham gap (spin up / spin down) (Ha): 0.2055 / 0.2054
Total energy (eV): -6101.017
ΔE to the lowest compared entry with this formula, charge and spin (kJ/mol): 363.3

Each line ends with the Löwdin charge.
Cartesian coordinates (Å):
C (1.27045, 0.22864, -0.27417)  -0.08
N (0.34023, -0.03860, 0.46228)  0.06
N (-3.16585, 0.21002, -0.12158)  0.47
O (-2.33220, -0.36322, 0.28731)  0.32
H (1.17111, 0.68663, -1.35056)  0.12
H (2.25673, -0.13489, -0.24575)  0.07
H (0.45953, -0.58857, 1.24247)  0.04